(1)
Computed, not measured: a molecular structure, C3H8N4O at a distorted geometry, with wB97M-V/def2-TZVPD.

```
! wB97M-V def2-TZVPD RIJCOSX def2/J DEFGRID3
* xyz 0 1
C -0.402 -0.533 -0.446
C 2.078 0.318 -0.492
C 1.878 -0.649 0.503
H -2.499 0.373 0.827
H -3.524 -1.328 0.266
H 0.349 1.136 0.723
H -1.553 0.945 -1.113
H 2.962 0.587 -1.409
H 1.518 1.349 -0.237
H 2.670 -1.498 0.919
H 1.142 -0.522 1.625
N -2.596 -0.518 -0.059
N -1.500 -1.147 -0.521
N -0.574 0.651 0.516
N 1.012 -0.781 -0.719
O -0.961 1.619 -0.384
*
```

Calculated values
Orbital gap ... 9.356 eV
LUMO level ... 0.8 eV
E_HOMO ... -8.6 eV

(2)
Computed, not measured: C3H8N4O in the gas phase at a distorted geometry, with wB97M-V/def2-TZVPD.

```
! wB97M-V def2-TZVPD RIJCOSX def2/J DEFGRID3
* xyz 0 1
C -1.649 -0.807 -0.034
C 1.742 -0.555 0.809
C 2.205 0.092 -0.456
H -0.594 1.706 -0.099
H -1.560 1.803 -1.126
H -3.239 0.717 0.606
H 0.034 -1.720 -0.762
H 1.977 -0.119 1.949
H 1.752 -1.621 0.810
H 2.581 1.290 -0.153
H 2.361 -0.522 -1.494
N -1.581 1.739 -0.114
N -2.078 0.628 0.508
N -0.268 -0.847 -0.443
N 0.683 0.030 0.036
O -2.365 -1.813 -0.036
*
```

Calculated values
Structure (SMILES) ... NNC(=O)NN1CC1
Orbital gap ... 9.487 eV
LUMO level ... 0.7 eV
E_HOMO ... -8.8 eV

(3)
Computed, not measured: C3H8N4O2 in the gas phase at a distorted geometry, with wB97M-V/def2-TZVPD.

```
! wB97M-V def2-TZVPD RIJCOSX def2/J DEFGRID3
* xyz 0 1
C 1.587 -0.508 -0.069
C 0.368 -1.331 0.259
C -2.594 0.046 0.084
H 2.655 2.084 -0.838
H 0.752 1.347 0.631
H 3.338 -0.192 -0.220
H 0.601 -2.369 0.252
H 0.057 -1.035 1.283
H -1.089 0.650 -1.239
H -2.853 -0.860 0.753
H -4.251 0.664 0.408
N 1.400 0.928 0.010
N 2.703 -1.084 -0.274
N -1.224 0.185 -0.262
N -3.402 0.958 -0.209
O 2.636 1.651 0.007
O -0.684 -1.133 -0.578
*
```

Calculated values
Structure (SMILES) ... [H]/N=C(/CON/C=N/[H])NO
Orbital gap ... 10.366 eV
LUMO level ... 0.7 eV
E_HOMO ... -9.6 eV

(4)
Computed, not measured: a gas-phase ion, C3H8N5 (charge +1) at a distorted geometry, with wB97M-V/def2-TZVPD.

```
! wB97M-V def2-TZVPD RIJCOSX def2/J DEFGRID3
* xyz 1 1
C 1.940 0.248 -1.046
C 0.258 0.700 0.564
C 0.856 -0.317 -0.306
N 2.838 0.440 -1.682
N 0.923 0.912 1.709
N -1.033 -1.736 -0.928
N -0.269 -0.708 -1.414
N -0.638 1.564 0.139
H 1.111 -1.168 0.221
H 1.696 0.266 1.787
H 0.763 1.474 2.516
H -1.197 -2.379 -1.652
H -1.864 -1.400 -0.475
H 0.332 -1.043 -2.193
H -0.903 1.590 -0.837
H -0.791 2.514 0.476
*
```

Calculated values
Structure (SMILES) ... N#C[C@H](NN)C(N)=[NH2+]
Orbital gap ... 8.462 eV
LUMO level ... -4.5 eV
E_HOMO ... -12.9 eV

(5)
Computed, not measured: a gas-phase ion, C3H8N5 (charge +1) at a distorted geometry, with wB97M-V/def2-TZVPD.

```
! wB97M-V def2-TZVPD RIJCOSX def2/J DEFGRID3
* xyz 1 1
C 2.112 -2.009 0.273
C 2.081 0.468 0.117
C 0.628 0.707 -0.633
N 2.287 -0.866 0.253
N -3.036 -1.054 0.596
N -2.259 -1.249 -0.458
N -1.243 -0.733 -0.853
N -0.487 0.089 0.026
H 2.067 -3.117 0.322
H 2.731 1.017 -0.607
H 2.187 0.973 1.084
H 0.564 1.871 -0.532
H 0.621 0.420 -1.704
H -3.885 -1.553 0.538
H -3.003 -0.307 1.410
H -0.847 0.742 0.699
*
```

Calculated values
Structure (SMILES) ... C#[N+]CCN/N=N\N
Orbital gap ... 7.842 eV
LUMO level ... -4.5 eV
E_HOMO ... -12.3 eV

(6)
Computed, not measured: a molecular structure, C3H8N5S at a distorted geometry, with wB97M-V/def2-TZVPD.

```
! wB97M-V def2-TZVPD RIJCOSX def2/J DEFGRID3
* xyz 1 1
C 0.566 -1.484 0.653
C 1.240 0.632 -0.261
C -1.268 -0.122 0.064
N 0.119 1.178 -0.153
N 1.418 -0.802 -0.088
N -0.656 -1.126 0.750
N 2.296 1.326 -0.718
N -2.250 0.516 0.827
S -1.434 -0.452 -1.752
H 0.762 -2.313 1.294
H 2.350 -1.052 0.137
H -1.297 -1.662 1.467
H 2.333 2.372 -0.803
H 3.123 0.724 -0.959
H -2.574 1.403 0.396
H -3.104 0.115 1.191
H -1.624 0.749 -2.042
*
```

Calculated values
Orbital gap ... 8.536 eV
LUMO level ... -4.2 eV
E_HOMO ... -12.7 eV

(7)
Computed, not measured: a gas-phase ion, C3H8N5S (charge +1) at a distorted geometry, with wB97M-V/def2-TZVPD.

```
! wB97M-V def2-TZVPD RIJCOSX def2/J DEFGRID3
* xyz 1 1
C -1.040 -0.173 0.152
C -1.560 -0.216 -1.309
C 0.778 -0.084 1.747
N 3.073 1.105 -1.667
N 2.040 0.548 -1.746
N 0.226 -0.014 0.424
N 0.901 0.373 -1.719
N -2.004 -0.391 1.062
S -0.345 -0.345 -2.545
H -2.127 -1.138 -1.199
H -2.295 0.547 -1.251
H 0.644 0.812 2.527
H 0.576 -1.025 2.248
H 1.897 -0.249 1.747
H 3.967 0.750 -1.305
H -2.939 -0.396 0.802
H -1.792 -0.104 2.032
*
```

Calculated values
Orbital gap ... 8.180 eV
LUMO level ... -4.7 eV
E_HOMO ... -12.9 eV

(8)
Computed, not measured: 2 unconnected molecules or ions with the total composition C3H8NO at a distorted geometry, with wB97M-V/def2-TZVPD.

```
! wB97M-V def2-TZVPD RIJCOSX def2/J DEFGRID3
* xyz -1 1
C 2.336 1.514 0.817
O 1.200 1.085 0.243
H 3.037 0.687 1.441
H 2.033 2.343 1.520
H 3.272 1.660 0.154
C -0.785 -1.812 0.079
C -1.538 0.060 -1.042
N -1.955 -1.013 -0.428
H -0.134 -2.022 -0.802
H -0.357 -1.278 0.893
H -1.170 -2.801 0.471
H -2.263 0.857 -0.863
H -0.412 0.394 -0.887
*
```

Calculated values
Orbital gap ... 6.674 eV
LUMO level ... 4.3 eV
E_HOMO ... -2.3 eV

(9)
Computed, not measured: 2 unconnected molecules or ions with the total composition C3H8NO at a distorted geometry, with wB97M-V/def2-TZVPD.

```
! wB97M-V def2-TZVPD RIJCOSX def2/J DEFGRID3
* xyz -1 1
C -0.976 -1.431 1.799
O -1.895 -1.151 0.726
H -0.211 -2.164 1.563
H -1.557 -1.782 2.656
H -0.620 -0.421 2.050
C 2.009 0.732 -1.356
C 0.735 1.243 -1.172
N -0.482 0.742 -0.961
H 2.268 -0.326 -1.371
H 2.715 1.440 -1.773
H 0.706 2.351 -1.129
H -1.197 1.459 -0.985
H -1.494 -0.692 -0.049
*
```

Calculated values
Orbital gap ... 6.172 eV
LUMO level ... 4.2 eV
E_HOMO ... -1.9 eV

(10)
Computed, not measured: 2 unconnected molecules or ions with the total composition C3H8NO, with wB97M-V/def2-TZVPD.

```
! wB97M-V def2-TZVPD RIJCOSX def2/J DEFGRID3
* xyz 0 2
O -0.916 -0.141 -1.054
C -2.064 0.135 -0.716
C -2.535 0.073 0.616
N 2.328 -0.680 -0.441
C 1.714 0.291 0.407
H -2.775 0.554 -1.448
H -1.899 -0.413 1.347
H -3.543 0.344 0.890
H 1.793 -1.172 -1.128
H 3.326 -0.730 -0.447
H 1.465 -0.048 1.413
H 2.328 1.177 0.589
H 0.777 0.609 -0.026
*
```

Calculated values
⟨S²⟩ ... 0.7683
Orbital gap (spin up / spin down) ... 9.154 / 6.325 eV
LUMO level (spin up / spin down) ... 1.0 / -1.8 eV
E_HOMO (spin up / spin down) ... -8.1 / -8.1 eV

(11)
Computed, not measured: 2 unconnected molecules or ions with the total composition C3H8NO at a distorted geometry, with wB97M-V/def2-TZVPD.

```
! wB97M-V def2-TZVPD RIJCOSX def2/J DEFGRID3
* xyz 1 1
C -0.944 0.123 -1.316
C 1.327 -0.655 0.477
C -0.484 0.926 -0.176
N -0.063 -0.166 0.864
O -1.643 -0.829 -1.188
H -0.613 0.449 -2.396
H 1.578 -0.446 -0.572
H 2.095 -0.238 1.024
H 1.256 -1.767 0.477
H 0.182 1.776 -0.241
H -1.985 1.577 0.410
H -0.699 -0.995 0.827
H -0.005 0.245 1.810
*
```

Calculated values
Orbital gap ... 9.944 eV
LUMO level ... -5.2 eV
E_HOMO ... -15.2 eV

(12)
Computed, not measured: 2 unconnected molecules or ions with the total composition C3H8NO at a distorted geometry, with wB97M-V/def2-TZVPD.

```
! wB97M-V def2-TZVPD RIJCOSX def2/J DEFGRID3
* xyz 1 1
C -0.563 0.397 -1.370
C 0.328 0.039 -2.285
C -1.407 -0.180 0.800
N -0.493 -0.209 -0.093
H -1.249 1.222 -1.493
H 1.066 -0.663 -1.907
H 0.195 0.068 -3.357
H -1.308 -0.635 1.780
H -2.337 0.338 0.605
H 0.423 -0.447 0.305
H 1.173 0.530 2.236
H 2.489 -0.181 2.653
O 1.686 -0.277 2.125
*
```

Calculated values
Orbital gap ... 9.665 eV
LUMO level ... -5.5 eV
E_HOMO ... -15.2 eV

(13)
Computed, not measured: 2 unconnected molecules or ions with the total composition C3H8NO at a distorted geometry, with wB97M-V/def2-TZVPD.

```
! wB97M-V def2-TZVPD RIJCOSX def2/J DEFGRID3
* xyz 1 1
C 1.921 -0.249 -0.324
C -1.281 -1.034 0.204
C -0.836 0.193 -0.425
N -1.026 1.310 0.117
O 2.943 0.338 0.239
H 2.378 -1.166 -0.776
H -0.439 -1.499 0.495
H -1.812 -1.771 -0.390
H -1.923 -0.833 1.102
H -0.398 0.004 -1.508
H 2.552 1.132 0.735
H -1.376 1.543 1.034
H -0.703 2.034 -0.501
*
```

Calculated values
Orbital gap ... 9.210 eV
LUMO level ... -4.2 eV
E_HOMO ... -13.4 eV

(14)
Computed, not measured: 2 unconnected molecules or ions with the total composition C3H8NO at a distorted geometry, with wB97M-V/def2-TZVPD.

```
! wB97M-V def2-TZVPD RIJCOSX def2/J DEFGRID3
* xyz 1 1
C -0.279 2.480 -0.813
N 1.008 2.559 -0.916
H -0.796 2.337 -1.742
H -0.825 2.509 0.135
H 1.573 2.389 -1.749
H 1.599 3.257 -0.463
C -1.018 -2.430 1.230
C -0.230 -2.015 0.232
O 1.132 -2.029 0.301
H -2.052 -2.695 1.032
H -0.669 -2.546 2.238
H -0.626 -1.864 -0.786
H 1.183 -1.952 1.301
*
```

Calculated values
Orbital gap ... 5.101 eV
LUMO level ... -6.7 eV
E_HOMO ... -11.8 eV

(15)
Computed, not measured: a gas-phase ion, C3H8NO (charge +2) at a distorted geometry, with wB97M-V/def2-TZVPD.

```
! wB97M-V def2-TZVPD RIJCOSX def2/J DEFGRID3
* xyz 2 2
O 0.760 -0.216 -2.400
C 0.085 0.656 -1.963
C -0.095 0.708 -0.423
N 0.471 -0.490 0.330
C -0.390 -0.800 1.576
H -0.336 1.515 -2.489
H 0.472 1.583 -0.101
H -1.176 0.853 -0.312
H 0.631 -1.205 -0.390
H 1.411 -0.212 0.657
H -1.315 -1.270 1.276
H -0.745 0.221 1.953
H 0.226 -1.341 2.285
*
```

Calculated values
⟨S²⟩ ... 0.7577
Orbital gap (spin up / spin down) ... 11.860 / 7.952 eV
LUMO level (spin up / spin down) ... -11.4 / -15.3 eV
E_HOMO (spin up / spin down) ... -23.2 / -23.3 eV

(16)
Computed, not measured: a gas-phase ion, C3H8NO2 (charge -1) at a distorted geometry, with wB97M-V/def2-TZVPD.

```
! wB97M-V def2-TZVPD RIJCOSX def2/J DEFGRID3
* xyz -1 1
N 0.848 0.385 1.152
C -0.015 0.258 0.018
C 0.384 -0.744 -1.040
O 1.636 -0.345 -1.682
C -1.521 0.065 0.415
O -2.477 -0.057 -0.467
H 0.457 0.243 2.071
H 1.446 1.192 1.147
H -0.051 1.224 -0.504
H -0.310 -0.701 -1.872
H 0.509 -1.730 -0.582
H 2.209 -0.015 -0.976
H -1.646 0.972 1.098
H -1.467 -0.746 1.224
*
```

Calculated values
Structure (SMILES) ... N[C@H](C[O-])CO
Orbital gap ... 6.377 eV
LUMO level ... 4.0 eV
E_HOMO ... -2.4 eV

(17)
Computed, not measured: a gas-phase ion, C3H8NO2 (charge -1) at a distorted geometry, with wB97M-V/def2-TZVPD.

```
! wB97M-V def2-TZVPD RIJCOSX def2/J DEFGRID3
* xyz -1 1
C -0.618 -0.265 1.516
O -1.271 -1.320 1.015
C -0.016 0.545 0.271
C 1.284 -0.106 -0.309
O 1.596 0.421 -1.607
N -0.976 0.584 -0.815
H 0.311 -0.514 2.130
H -1.237 0.429 2.158
H 0.341 1.524 0.627
H 2.127 0.130 0.343
H 1.219 -1.197 -0.344
H 0.720 0.740 -1.878
H -1.591 -0.198 -0.498
H -1.390 1.497 -0.925
*
```

Calculated values
Structure (SMILES) ... N[C@@H](C[O-])CO
Orbital gap ... 7.064 eV
LUMO level ... 4.2 eV
E_HOMO ... -2.8 eV

E_tot readings, ordered: -412.98817 -413.17361 -488.45032 -392.57524 -392.45419 -790.76626 -790.64393 -248.98869 -249.05604 -249.00139 -248.70896 -248.78596 -248.71146 -248.73465 -248.25436 -324.31205 -324.32570 hartree
M readings, ordered: 116.124 116.124 132.123 114.132 114.132 146.199 146.199 74.103 74.103 74.103 74.103 74.103 74.103 74.103 74.103 90.102 90.102 g/mol
Energy relative to the best compared isomer or geometry (same formula, charge and spin) readings, ordered: 268.5 152.1 120.1 45.3 121.3 32.1 108.8 61.4 19.2 9.1 79.7 31.3 78.1 63.5 34.2 64.8 56.3 kcal per mole